The following is a DFT calculation (wB97M-V/def2-TZVPD) of C15H30ClHfNOP2 as an isolated structure in a non-equilibrium geometry.

The calculation puts the HOMO energy at -5.85 eV. For the calculated total energy, the calculation gives -51987.4631 eV. The relative energy (zero: lowest compared OMol25 entry of this formula, charge and spin) comes out at 0.00 kcal/mol. The LUMO energy comes out at -0.74 eV. The orbital gap is 5.105 eV. The calculation puts the maximum force at 4.25 eV/Å.

Last column: Löwdin charge in e.
Atoms and positions in Å:
1 Hf -0.015017 -0.474669 0.596322  0.879
2 P 2.395462 -0.403682 -0.784976  0.737
3 P -2.533137 0.552938 1.446677  0.663
4 N -0.758221 0.044929 -1.172033  -0.255
5 H 0.395199 -2.162745 0.240871  -0.118
6 C 3.068983 -2.102847 -0.904487  -0.292
7 H 4.052252 -2.123648 -1.391577  0.047
8 H 2.352945 -2.713120 -1.464878  0.042
9 H 3.134582 -2.535921 0.099288  0.016
10 C 3.824337 0.484012 -0.088960  -0.280
11 H 4.756411 0.240012 -0.613024  0.050
12 H 3.939221 0.262938 0.976796  0.014
13 H 3.636760 1.560101 -0.166866  0.050
14 C 2.452724 0.157746 -2.520838  -0.266
15 H 3.452454 0.046276 -2.963892  0.048
16 H 2.153057 1.213080 -2.558731  0.047
17 H 1.718778 -0.407116 -3.107718  0.045
18 C -3.740708 -0.717616 2.015266  -0.314
19 H -4.677512 -0.279462 2.352558  0.038
20 H -3.297582 -1.304379 2.838324  -0.021
21 H -3.884479 -1.419979 1.174102  0.052
22 C -2.311232 1.733872 2.846190  -0.290
23 H -3.246616 1.949347 3.390452  0.046
24 H -1.901391 2.668295 2.440706  0.039
25 H -1.581622 1.317545 3.546661  0.004
26 C -3.559367 1.474530 0.276905  -0.295
27 H -4.547737 1.755472 0.678574  0.049
28 H -3.710319 0.839939 -0.605074  0.044
29 H -3.026906 2.371317 -0.035928  0.036
30 C -1.185553 0.248776 -2.407203  -0.492
31 C -2.091518 -0.720759 -4.500362  -0.128
32 C -1.576917 -0.875512 -3.215843  -0.074
33 C -1.308744 1.543910 -3.038767  -0.076
34 C -1.825684 1.680080 -4.328381  -0.134
35 C -2.219314 0.556433 -5.066643  -0.146
36 H -2.393334 -1.610478 -5.049103  0.090
37 H -1.464598 -1.861804 -2.747000  0.093
38 H -0.995805 2.421381 -2.459605  0.087
39 H -1.930455 2.672748 -4.769569  0.090
40 H -2.639473 0.660880 -6.065452  0.082
41 C 1.974164 -0.208510 2.909712  -0.477
42 O 1.448059 0.388597 1.894667  -0.248
43 C 2.576371 -1.562928 2.830519  -0.049
44 H 2.576301 -1.938797 3.868741  0.097
45 H 3.629956 -1.552532 2.475829  0.109
46 H 1.950452 -2.257748 2.229288  0.062
47 C 1.939457 0.386998 4.258599  -0.014
48 H 1.355320 -0.299917 4.889105  0.104
49 H 1.485237 1.383433 4.296438  0.100
50 H 2.954240 0.395611 4.688417  0.110
51 Cl -0.799476 -1.477052 2.765892  -0.003

Atoms 1-6, force components in eV/Å:
-2.214 1.143 -3.021
0.260 -0.397 -0.555
-0.069 0.134 0.181
1.516 -0.440 2.926
0.272 -1.004 -0.178
-0.082 -0.102 -0.040



The following is a DFT calculation (wB97M-V/def2-TZVPD) of one molecule with the formula C3H2O3 in a non-equilibrium geometry.

The calculation puts the HOMO energy (alpha / beta) at -9.73 / -9.74 eV. For the calculated total energy, the calculation gives -9277.7825 eV. The relative energy (zero: lowest compared OMol25 entry of this formula, charge and spin) comes out at 178.58 kcal/mol. The LUMO energy (alpha / beta) comes out at -0.95 / -0.95 eV. The orbital gap (alpha / beta) is 8.786 / 8.787 eV. The calculation puts the maximum force at 2.80 eV/Å.

Last column: Löwdin charge in e.
Atoms and positions in Å:
1 C 0.281259 0.699769 0.853098  -0.066
2 C -0.004000 -0.175867 -0.220815  0.120
3 C -0.871838 -0.777311 -1.028090  -0.353
4 O -1.132123 -1.521965 -1.888129  0.150
5 O 1.571299 0.892461 0.931249  -0.076
6 O 2.125546 0.241448 -0.151909  -0.120
7 H -0.407990 1.138890 1.556317  0.141
8 H -1.562153 -0.497425 -0.051722  0.205

Atoms 1-6, force components in eV/Å:
1.911 -1.020 -1.468
1.959 1.542 1.271
0.798 -0.018 1.749
-0.828 -0.590 -1.499
-2.442 0.566 0.938
-1.260 -0.749 -0.802



The following is a DFT calculation (wB97M-V/def2-TZVPD) of a 2-piece molecular cluster, C17H28NO10P overall in a non-equilibrium geometry.

The calculation puts the HOMO energy at -9.18 eV. For the calculated total energy, the calculation gives -49324.3721 eV. The LUMO energy comes out at -3.35 eV. The orbital gap is 5.823 eV. The calculation puts the maximum force at 9.37 eV/Å.

Last column: Löwdin charge in e.
Atoms and positions in Å:
1 C -3.735696 4.107405 1.231694  -0.127
2 O -4.342517 3.801335 -0.045433  -0.226
3 C -3.916867 2.519247 -0.560570  -0.209
4 C -2.308488 2.284921 -0.421727  -0.147
5 C -1.897384 1.299956 -1.618905  -0.162
6 N -0.472893 0.878220 -1.598625  -0.063
7 C -0.227015 -0.563721 -1.463453  -0.148
8 C -0.406946 -1.217836 -0.020064  -0.224
9 O -1.509996 -0.715746 0.770440  -0.103
10 C 0.414244 1.743349 -0.873226  -0.362
11 O 1.061515 1.506415 0.170012  0.092
12 O 0.589241 3.080093 -1.440260  -0.010
13 O 1.056216 3.856753 -0.417797  0.006
14 C 2.205264 4.596285 -0.828562  -0.298
15 O 2.537241 5.580653 -0.115877  0.072
16 C 3.081046 4.308770 -2.115169  -0.073
17 C 3.567645 2.883455 -2.504742  -0.004
18 C 4.394281 2.591074 -3.799054  -0.057
19 C 4.727142 3.813440 -4.697999  -0.067
20 C 4.291935 5.273256 -4.322630  -0.058
21 C 3.471515 5.507333 -3.033463  -0.003
22 H -2.793908 4.723426 1.022012  0.097
23 H -4.425353 4.769575 1.869515  0.098
24 H -3.504607 3.183488 1.877122  0.101
25 H -4.170995 2.497940 -1.679325  0.127
26 H -4.494345 1.650400 -0.083230  0.133
27 H -1.836409 3.315347 -0.590492  0.123
28 H -2.064259 1.819050 0.587571  0.110
29 H -2.610231 0.389509 -1.603275  0.142
30 H -2.142339 1.837687 -2.615716  0.136
31 H 0.818195 -0.875603 -1.849393  0.142
32 H -0.964994 -1.107628 -2.170577  0.136
33 H -0.467074 -2.374180 -0.028498  0.120
34 H 0.558167 -0.986039 0.577151  0.121
35 H -1.106940 -0.238524 1.537000  0.103
36 H 3.280181 2.038917 -1.782537  0.101
37 H 4.722561 1.521296 -4.041991  0.092
38 H 5.308276 3.602254 -5.665447  0.088
39 H 4.560166 6.172337 -4.969359  0.089
40 H 3.137783 6.572226 -2.773635  0.110
41 C -0.438147 -4.592729 5.182723  -0.140
42 O 0.642921 -4.608511 4.262276  -0.328
43 P 0.285364 -4.822941 2.591322  0.797
44 O -0.922546 -3.894597 2.694372  -0.231
45 O -0.135342 -6.387839 2.899079  -0.301
46 C 0.903793 -7.271650 3.303024  -0.115
47 O -0.024204 -5.042394 0.914336  -0.322
48 C -1.276224 -5.577308 0.516863  -0.138
49 H -0.042571 -4.838760 6.170766  0.091
50 H -0.873682 -3.592453 5.225913  0.085
51 H -1.205030 -5.324875 4.921288  0.088
52 H 0.790821 -7.487000 4.368265  0.090
53 H 1.893257 -6.841989 3.129432  0.083
54 H 0.816362 -8.203023 2.743606  0.089
55 H -2.106890 -4.984372 0.901257  0.086
56 H -1.375479 -6.615271 0.838648  0.081
57 H -1.315763 -5.560423 -0.574656  0.089

Atoms 1-6, force components in eV/Å:
0.220 0.673 0.698
0.529 -1.103 0.704
0.817 -0.481 -0.425
-1.215 -0.083 -0.960
-1.668 1.019 -0.417
1.099 1.219 1.213